{
  "formula": "C38H74AlBrCl4F2LiN4O18PS3",
  "method": "wB97M-V/def2-TZVPD",
  "species": ["Br", "Cl", "Cl", "Cl", "Cl", "S", "S", "S", "P", "Al", "F", "F", "O", "O", "O", "O", "O", "O", "O", "O", "O", "O", "O", "O", "O", "O", "O", "O", "O", "O", "N", "N", "N", "N", "C", "C", "C", "C", "C", "C", "C", "C", "C", "C", "C", "C", "C", "C", "C", "C", "C", "C", "C", "C", "C", "C", "C", "C", "C", "C", "C", "C", "C", "C", "C", "C", "C", "C", "C", "C", "C", "C", "Li", "H", "H", "H", "H", "H", "H", "H", "H", "H", "H", "H", "H", "H", "H", "H", "H", "H", "H", "H", "H", "H", "H", "H", "H", "H", "H", "H", "H", "H", "H", "H", "H", "H", "H", "H", "H", "H", "H", "H", "H", "H", "H", "H", "H", "H", "H", "H", "H", "H", "H", "H", "H", "H", "H", "H", "H", "H", "H", "H", "H", "H", "H", "H", "H", "H", "H", "H", "H", "H", "H", "H", "H", "H", "H"],
  "positions_angstrom": [[-7.9766, 2.4206, 0.4735], [-2.5988, -5.9142, 1.1041], [-8.8216, -2.2719, 4.0447], [-8.8937, -3.9733, 6.9980], [-4.1173, -6.5997, 3.5005], [-1.0516, 7.1486, -3.6966], [1.3982, 6.3021, -3.9794], [2.5996, 2.5308, 7.0066], [-3.4409, -0.0984, -1.9817], [5.5294, 1.5342, -6.6824], [-2.1651, 6.8982, -2.5791], [0.8615, 5.6929, -5.3551], [1.9638, 7.5637, -4.3925], [-1.6926, 6.5742, -4.8556], [0.6367, -0.5670, 2.6823], [3.3247, 3.2517, 6.0056], [-2.0246, 0.8176, -1.7124], [1.0125, 2.7035, 6.7110], [-0.9491, 8.5850, -3.6653], [5.0463, 2.3389, -4.9220], [-10.5672, -6.1238, 9.5026], [-0.3711, -2.0588, 4.0540], [3.4663, 2.8956, -6.3310], [2.7059, 0.9479, 6.6656], [2.8203, 2.7133, 8.4057], [-4.4859, 0.9063, -2.8625], [-6.8692, -1.9998, 1.7796], [-3.0103, -9.6590, 4.9049], [2.3771, 5.3013, -3.5932], [-3.0184, -0.3173, 0.6303], [0.1342, 6.3261, -3.0547], [4.4015, 3.1877, -5.5919], [-4.4895, -1.9926, 0.0332], [-3.1272, -1.3743, -2.9143], [4.4345, 6.8538, -6.1354], [1.6564, -3.5304, -1.1030], [6.2369, 6.2697, -4.6239], [-1.2242, -1.8412, 0.2336], [0.5453, 1.5635, 5.9929], [-3.6390, -2.5025, 1.1800], [2.9016, -2.1274, -3.7451], [-0.5237, -1.1808, 3.1820], [-4.1174, -0.5675, -0.2675], [5.5225, 7.2278, -5.3470], [3.2154, -3.3700, -1.3870], [-1.5976, -9.7398, 5.0297], [0.3846, 0.9962, -4.0783], [-0.3722, -3.1518, 0.5734], [3.5912, -2.1192, -2.2984], [1.0171, -0.3743, -3.5638], [1.1333, 2.3162, -3.5439], [4.6093, 1.4802, 0.1428], [-5.0796, 1.8841, 0.1497], [2.6144, 1.6565, -1.4661], [-2.0029, -0.8838, 2.7020], [-6.1123, 2.6564, 1.1223], [-2.6403, -5.8600, 2.8730], [2.4673, -0.6554, -4.2217], [6.9276, 1.9625, 1.1643], [4.7842, 4.5692, -5.4944], [4.0632, 5.5227, -6.2140], [-8.6663, -4.6617, 5.3724], [1.3967, 0.4071, 6.4930], [1.1825, -2.8085, 0.2637], [-7.8907, -3.7301, 4.4608], [1.2506, 2.3556, -1.9262], [-5.3461, 0.3200, 0.2940], [5.3436, 1.9106, 1.4978], [-2.3738, -1.4907, 1.2811], [7.4768, 0.4845, 0.7854], [3.3529, 2.4084, -0.2462], [5.8704, 4.9367, -4.6905], [3.7890, -1.2252, -6.5264], [-1.2404, -8.9621, 5.7105], [0.3731, -1.2650, -3.8958], [1.0443, 0.0501, 7.4644], [-7.6619, -4.2369, 3.5225], [-8.1171, -5.5964, 5.4989], [1.4145, -4.6402, -0.9515], [-2.6973, -1.2426, 3.5240], [6.6285, -0.2809, 0.8268], [-10.3397, -5.2306, 9.2187], [-3.4330, -3.6142, 1.2336], [-5.4302, 0.0960, 1.4058], [-1.7546, -2.0516, -0.7640], [3.7115, -2.4821, -4.4889], [3.4191, -1.1127, -1.7747], [7.0794, 6.5693, -4.0113], [-0.6138, -0.9025, 0.0689], [1.0810, 3.3898, -1.5011], [-1.1311, -9.6190, 4.0478], [3.2449, 0.1174, -3.9031], [3.6430, 3.4740, -0.5065], [0.4915, 1.0039, -5.2151], [3.2170, 5.2428, -6.8313], [0.7118, 1.7438, 4.9262], [1.4187, -0.4243, 5.7880], [-4.2904, -2.2293, 2.0701], [0.3988, 1.6708, -1.5669], [0.9825, -3.1879, -1.9589], [7.8895, 0.4797, -0.2764], [-3.9311, 1.1672, -3.6446], [3.6071, -4.3287, -1.8699], [1.0441, -0.4401, -2.4235], [5.1408, 1.0946, 2.2652], [-6.9511, -3.4137, 4.9151], [-6.2864, 0.0420, -0.2957], [-5.2830, 2.2926, -0.8938], [-0.4607, -3.4753, 1.6625], [-0.7154, 1.1260, -3.8456], [1.3844, -1.0962, 3.0528], [4.9730, 2.8843, 1.9410], [3.3248, 1.6112, -2.3498], [6.9976, 2.5659, 0.1923], [5.8156, 8.2712, -5.2944], [-1.7799, -6.4002, 3.2629], [7.5282, 2.4313, 2.0002], [0.4458, 3.1924, -3.8237], [2.0464, -2.8832, -3.8301], [-3.3943, -2.2309, -2.3982], [-5.8800, 3.7703, 1.0169], [-1.3369, -10.7175, 5.4331], [4.7261, -2.1677, -2.4594], [-4.0410, 2.2134, 0.4977], [-0.6201, -4.0556, -0.0610], [5.3726, 1.4490, -0.7043], [-0.5179, 1.4044, 6.1718], [3.8817, 7.6037, -6.6885], [-2.2382, 1.7783, -1.7813], [-2.1060, 0.2570, 2.6470], [3.7736, -3.2881, -0.3879], [-3.2163, -8.7879, 4.5472], [2.6232, 2.3522, 0.6307], [4.1844, 0.4194, 0.2405], [6.4302, 4.2015, -4.1234], [-5.9590, 2.3456, 2.2052], [2.3481, 0.6183, -1.0549], [1.3623, -1.6989, 0.1020], [-5.4377, -1.8740, 0.4691], [-9.6491, -4.8977, 4.9635], [2.1217, 2.5189, -4.0620], [-4.7090, -2.6472, -0.7341], [2.3738, -0.5657, -5.3615], [1.8509, -3.1080, 1.1467], [-7.3677, -1.2571, 2.1280], [8.2965, 0.1333, 1.4911], [-2.6007, -4.8209, 3.1967]],
  "forces_ev_per_angstrom": [[0.95, -0.04, 0.59], [0.06, -0.14, -0.05], [0.21, -0.12, -0.20], [-0.01, -0.04, 0.11], [0.04, 0.09, 0.03], [-3.91, 2.53, -0.68], [1.99, 0.11, -0.58], [0.16, 0.22, 0.15], [1.15, -0.98, -3.25], [0.17, -0.61, 0.12], [0.75, -0.53, 0.28], [-0.06, -0.16, -0.12], [-0.68, -0.67, 0.42], [1.23, -0.19, 0.69], [-2.19, -0.72, 0.22], [-0.32, -0.51, 0.76], [-3.15, -0.42, -0.53], [0.51, -0.35, 0.40], [0.88, -1.29, -0.01], [0.64, -1.73, -0.66], [-0.08, -0.67, 0.01], [-0.44, 2.17, -2.11], [0.84, -1.49, 0.03], [-0.15, 0.71, -0.26], [-0.11, 0.07, -1.05], [2.48, -0.63, 1.55], [0.58, -0.27, -0.15], [-0.08, 0.02, -0.02], [-0.83, 0.29, 0.41], [-0.67, -0.01, -0.12], [0.97, -0.48, -0.53], [-1.51, 5.28, 0.63], [-0.96, -0.71, 0.08], [-0.53, 1.19, 2.48], [0.02, -0.22, -0.04], [-0.21, -0.61, 1.20], [-0.09, -0.35, -0.02], [-0.80, -1.18, 0.15], [0.12, -0.17, -0.52], [0.63, 0.77, 2.61], [0.91, 0.36, -0.67], [1.09, -2.67, 2.03], [0.14, 2.25, 2.26], [-0.13, -0.13, -0.03], [-0.19, 0.01, -0.04], [-0.19, 0.24, -0.08], [1.02, 0.47, -0.23], [1.58, 0.93, 0.06], [0.66, -0.07, -0.02], [-0.39, 0.00, -0.88], [-1.41, 0.69, 0.63], [-0.74, 0.48, 0.27], [-1.07, 0.61, 0.77], [-0.39, 1.06, 1.10], [0.96, 0.81, -0.07], [1.58, 0.61, -0.66], [0.11, 0.03, 0.25], [-0.53, -0.55, 1.49], [-0.81, -0.60, -0.52], [0.06, -0.72, 0.08], [-0.47, 0.51, -0.49], [-0.16, -0.29, -0.10], [-0.45, -0.21, 0.32], [0.34, -0.30, -0.60], [0.25, -0.11, 0.04], [-0.05, -1.39, -0.99], [0.80, 0.70, -1.18], [0.89, -0.78, -0.42], [-1.01, 0.59, -2.57], [-0.19, 0.17, 0.12], [0.02, -1.76, -0.36], [0.55, 0.16, 0.43], [-0.29, -0.26, 0.40], [0.22, -0.09, 0.02], [0.71, 1.34, 0.39], [-0.04, -0.02, -0.07], [-0.17, 0.01, 0.09], [0.05, 0.15, -0.04], [0.44, 1.41, -0.34], [1.06, 0.26, -1.03], [1.14, 1.00, -0.03], [0.15, 0.80, -0.18], [-0.25, 1.43, -0.80], [-0.01, -0.07, -1.41], [0.66, 0.51, 1.39], [-0.85, 0.03, 0.87], [-0.06, -1.52, -0.69], [-0.11, -0.08, -0.04], [-0.54, -1.19, 0.40], [0.48, -1.14, -0.64], [0.22, -0.07, 0.06], [-0.99, -0.99, -0.30], [-0.42, -1.29, 0.40], [-0.33, -0.05, 1.29], [0.06, -0.03, 0.18], [-0.03, -0.08, 0.00], [0.19, 0.09, 0.05], [0.77, -0.61, -0.90], [1.04, 1.18, -0.29], [0.98, -0.26, 1.04], [-0.44, -0.07, 1.40], [-0.88, -0.22, 0.54], [-0.52, 1.33, 0.47], [0.30, 0.20, -1.55], [0.37, 1.09, -0.75], [-0.18, 0.05, 0.01], [1.12, 0.36, 1.00], [0.42, -0.82, 1.26], [-0.02, 0.53, -1.33], [1.36, -0.58, -0.13], [-0.75, 0.45, -0.13], [0.39, -1.04, -0.76], [-0.72, -0.19, 1.04], [0.15, -0.41, 1.62], [-0.06, -0.11, 0.01], [-0.13, 0.00, -0.13], [-0.69, -0.50, -1.09], [1.11, -1.18, 0.15], [1.11, 1.25, 0.12], [0.38, 0.41, -0.68], [-0.53, -1.58, 0.30], [-0.10, 0.08, -0.04], [-1.53, 0.15, 0.23], [-1.26, -0.74, -0.48], [-0.10, 1.22, 0.71], [-1.03, 0.12, 0.93], [0.10, 0.20, 0.20], [-0.02, -0.13, 0.12], [0.27, -0.65, 0.24], [0.01, -1.66, -0.24], [-0.81, -0.03, -1.41], [-0.08, -0.20, 0.07], [0.99, 0.52, -1.05], [0.68, 1.35, -0.10], [-0.15, 0.03, -0.06], [-0.63, 0.29, -1.43], [0.67, 1.29, -0.85], [-0.45, -1.15, 0.43], [-0.19, -0.35, 0.28], [0.08, 0.13, 0.06], [-1.05, -0.37, 0.75], [0.85, 0.35, 0.00], [-0.35, -0.08, 0.91], [-0.86, 0.17, -1.38], [-0.18, 0.35, -0.05], [-1.06, 0.49, -0.91], [-0.04, -0.11, -0.05]],
  "gap_ev": 1.33,
  "homo_ev": -12.181,
  "max_force_ev_per_a": 5.53,
  "lumo_ev": -10.85,
  "total_charge": 2
}